Below is a structure of composition ArH24O12, with properties calculated with ωB97M-V with the def2-TZVPD basis set.

Total energy = -39314.531 eV
Max |F| = 0.86 eV/A
Net charge = 0
LUMO = -0.0223 Eh
Multiplicity = 1

Structure (XYZ):
```
37
ArH24O12 ωB97M-V with the def2-TZVPD basis set
Ar 1.08 20.95 -2.44
O -2.01 21.88 -3.74
H -1.29 22.52 -3.73
H -2.03 21.52 -2.85
O 2.26 17.03 -3.10
H 2.92 16.53 -3.59
H 2.14 17.83 -3.61
O -1.18 19.48 -4.98
H -1.62 18.97 -4.30
H -1.20 20.38 -4.65
O 2.87 24.45 -2.68
H 1.95 24.28 -2.83
H 2.94 25.41 -2.66
O 1.23 18.46 -5.75
H 0.40 18.73 -5.36
H 1.76 19.26 -5.75
O 0.98 21.43 0.90
H 0.54 22.21 0.54
H 0.64 21.36 1.79
O 3.66 21.70 -0.19
H 3.91 22.60 0.04
H 2.71 21.69 -0.12
O 2.07 22.75 -5.11
H 1.24 22.76 -5.60
H 2.00 23.49 -4.51
O 3.35 20.28 -5.11
H 2.77 21.04 -5.11
H 3.86 20.36 -4.30
O 0.11 24.48 -3.68
H -0.07 24.72 -4.59
H -0.60 24.87 -3.17
O 4.44 20.37 -2.50
H 4.13 20.88 -1.76
H 5.21 19.91 -2.17
O -2.16 21.72 -1.03
H -3.04 22.12 -1.02
H -2.19 21.06 -0.33
```

=====

Below is a structure of composition InO8P2, with properties calculated with ωB97M-V with the def2-TZVPD basis set.

Total energy = -40130.683 eV
⟨S²⟩ = 1.78
Max |F| = 6.08 eV/A
Net charge = -2
LUMO (alpha / beta) = 0.1471 / 0.1001 Eh
Multiplicity = 2

Structure (XYZ):
```
11
InO8P2 ωB97M-V with the def2-TZVPD basis set
In -2.62 -22.42 -8.57
P -1.11 -21.57 -5.49
O -0.38 -22.28 -4.31
O -0.19 -22.00 -6.55
O -1.11 -20.02 -5.23
O -2.52 -22.28 -5.64
P 0.09 -21.52 -10.59
O 0.60 -21.85 -9.27
O 0.77 -20.50 -11.44
O -1.19 -20.71 -10.49
O -0.68 -22.69 -11.11
```

=====

Below is an isolated molecule of C6H8N2, with properties calculated with ωB97M-V with the def2-TZVPD basis set.

Total energy = -9330.593 eV
Max |F| = 1.87 eV/A
Net charge = 0
LUMO = 0.0080 Eh
Multiplicity = 1
SMILES = [H]/N=C(C)\C=C(\C)C#N

Structure (XYZ):
```
16
C6H8N2 ωB97M-V with the def2-TZVPD basis set
H -1.94 1.00 1.36
N -2.21 0.10 0.94
C -1.40 -0.26 0.01
C -1.62 -1.56 -0.72
C -0.23 0.55 -0.39
C 0.94 0.48 0.27
C 2.13 1.25 -0.22
C 1.11 -0.37 1.41
N 1.28 -1.05 2.33
H -1.42 -2.39 -0.03
H -2.66 -1.62 -1.06
H -0.96 -1.64 -1.58
H -0.36 1.17 -1.28
H 1.91 2.32 -0.26
H 2.41 0.91 -1.23
H 3.00 1.11 0.43
```

=====

Below is a structure of composition C24H20CaF6N3O8PS3, with properties calculated with ωB97M-V with the def2-TZVPD basis set.

Total energy = -122606.594 eV
Max |F| = 1.13 eV/A
Net charge = -2
LUMO = 0.1524 Eh
Multiplicity = 1

Structure (XYZ):
```
66
C24H20CaF6N3O8PS3 ωB97M-V with the def2-TZVPD basis set
Ca -0.40 -0.41 -0.45
F 2.89 1.02 -2.36
C 3.58 -0.08 -2.57
F 4.72 0.00 -1.87
F 3.90 -0.15 -3.86
S 2.66 -1.62 -2.03
O 1.96 -1.20 -0.84
O 3.72 -2.57 -1.89
N 1.71 -1.97 -3.23
S 0.26 -1.31 -3.19
O 0.32 0.10 -2.90
O -0.66 -2.08 -2.40
C -0.26 -1.49 -4.98
F 0.49 -2.38 -5.62
F -1.52 -1.88 -5.02
F -0.14 -0.32 -5.59
C 2.19 7.61 1.08
C 1.45 7.39 -0.08
C 1.09 6.10 -0.45
C 1.46 5.01 0.32
C 2.19 5.24 1.49
C 2.55 6.53 1.86
P 1.07 3.25 -0.07
C 0.15 3.37 -1.65
C -1.15 2.90 -1.77
C -1.76 2.81 -3.01
C -1.09 3.22 -4.15
C 0.22 3.69 -4.05
C 0.84 3.75 -2.81
C -0.22 2.86 1.16
C -1.03 3.86 1.71
C -2.03 3.53 2.59
C -2.25 2.19 2.90
C -1.47 1.21 2.32
C -0.41 1.48 1.43
H 2.47 8.62 1.37
H 1.15 8.23 -0.70
H 0.50 5.95 -1.34
H 2.47 4.41 2.12
H 3.11 6.68 2.78
H -1.69 2.54 -0.90
H -2.76 2.38 -3.07
H -1.56 3.14 -5.12
H 0.76 3.99 -4.94
H 1.87 4.07 -2.74
H -0.87 4.90 1.44
H -2.67 4.30 3.02
H -3.05 1.91 3.58
H -1.70 0.17 2.55
O -3.99 -2.46 0.16
C -3.09 -1.66 -0.02
O -1.92 -1.69 0.52
C -3.37 -0.40 -0.99
O -4.51 -0.22 -1.40
O -2.35 0.33 -1.28
C 3.66 1.11 1.31
N 2.92 0.07 1.99
C 3.26 -1.22 1.98
N 4.39 -1.55 1.27
S 2.42 -2.40 2.82
H 3.47 2.06 1.81
H 3.35 1.23 0.27
H 4.73 0.91 1.37
H 1.95 0.28 2.22
H 4.56 -1.03 0.42
H 4.48 -2.55 1.14
```

=====

Below is a structure of composition C4H6O2, with properties calculated with ωB97M-V with the def2-TZVPD basis set.

Total energy = -8337.715 eV
Max |F| = 1.87 eV/A
Net charge = 0
LUMO = 0.0348 Eh
Multiplicity = 1

Structure (XYZ):
```
12
C4H6O2 ωB97M-V with the def2-TZVPD basis set
C -1.31 -0.19 0.83
C 0.12 -0.40 0.43
O 0.49 -1.52 0.04
C 0.97 0.75 0.20
C 0.52 -0.04 -1.56
O -0.47 0.22 -2.16
H -1.67 0.84 0.68
H -1.40 -0.44 1.89
H -1.93 -0.88 0.26
H 0.60 1.71 0.59
H 2.05 0.64 0.29
H 1.30 -0.78 -1.83
```

=====

Below is a structure of composition H4O2Tl, with properties calculated with ωB97M-V with the def2-TZVPD basis set.

Total energy = -8808.161 eV
Max |F| = 1.69 eV/A
Net charge = +3
LUMO = -0.8583 Eh
Multiplicity = 1

Structure (XYZ):
```
7
H4O2Tl ωB97M-V with the def2-TZVPD basis set
Tl 1.14 -1.43 0.53
O -1.45 -0.94 0.23
H -1.92 -0.25 0.81
H -2.01 -1.78 0.32
O 1.47 1.16 -0.37
H 2.00 1.36 -1.20
H 0.77 1.88 -0.32
```

=====

Below is an isolated molecule of C4H6ClNO2, with properties calculated with ωB97M-V with the def2-TZVPD basis set.

Total energy = -22346.883 eV
⟨S²⟩ = 2.03
Max |F| = 4.35 eV/A
Net charge = 0
LUMO (alpha / beta) = 0.0278 / -0.0606 Eh
Multiplicity = 3

Structure (XYZ):
```
14
C4H6ClNO2 ωB97M-V with the def2-TZVPD basis set
C 1.34 1.05 -0.78
C 0.16 1.67 -0.47
C -0.26 0.13 1.15
C -0.70 -1.12 0.43
N 1.67 -0.06 -0.14
O -0.43 1.35 0.71
O -0.82 -1.01 -0.95
Cl 3.34 -0.31 0.18
H 2.01 1.53 -1.48
H -0.24 2.53 -0.97
H -0.27 0.06 2.23
H -1.72 -1.34 0.80
H -0.05 -1.95 0.72
H 0.07 -0.98 -1.32
```

=====

Below is a structure of composition C19H13N5O6SV, with properties calculated with ωB97M-V with the def2-TZVPD basis set.

Total energy = -76175.210 eV
⟨S²⟩ = 3.78
Max |F| = 0.71 eV/A
Net charge = 0
LUMO (alpha / beta) = -0.0243 / -0.0479 Eh
Multiplicity = 4

Structure (XYZ):
```
45
C19H13N5O6SV ωB97M-V with the def2-TZVPD basis set
V 0.16 -1.03 0.45
O 4.20 3.92 -0.03
C 3.58 2.80 -0.48
O 2.58 2.89 -1.13
C 4.30 1.53 -0.22
C 5.65 1.32 -0.16
N 5.82 -0.01 -0.03
N 4.67 -0.69 0.00
C 3.74 0.24 -0.13
C 2.30 -0.09 -0.05
O 1.53 0.63 0.63
O 1.82 -1.10 -0.69
H 4.90 3.68 0.59
H 6.49 2.00 -0.24
H 6.69 -0.52 0.04
O -3.27 5.54 -0.79
C -3.97 4.51 -0.26
O -5.06 4.71 0.21
C -3.32 3.16 -0.26
C -1.97 2.96 -0.55
C -1.43 1.69 -0.53
C -2.23 0.60 -0.21
C -3.57 0.79 0.11
C -4.11 2.07 0.08
N -1.66 -0.70 -0.18
C -2.40 -1.78 -0.51
C -1.75 -3.04 -0.43
C -2.33 -4.26 -0.78
C -1.57 -5.41 -0.68
C -0.25 -5.32 -0.23
C 0.26 -4.09 0.09
N -0.46 -2.96 0.00
H -2.44 5.23 -1.17
H -1.30 3.78 -0.77
H -0.38 1.54 -0.76
H -4.18 -0.05 0.41
H -5.14 2.24 0.34
H -3.40 -1.68 -0.90
H -3.35 -4.29 -1.12
H -2.00 -6.37 -0.94
H 0.37 -6.20 -0.14
H 1.28 -3.98 0.43
S 0.75 -1.57 5.08
C 0.38 -1.40 3.53
N 0.10 -1.28 2.39
```

=====

Question: Which of these has the lowest total energy?
Answer: C24H20CaF6N3O8PS3